Molecular formula: C22H35ClO2P2Ru
Method: DFT, the ωB97M-V functional and the def2-TZVPD basis

Geometry (Å):
1 C 0.2347 0.1691 -3.1497
2 H 2.3849 -3.0625 -1.6312
3 H 2.1277 -0.5222 -3.8735
4 C -1.6070 -1.4517 5.6511
5 Cl -1.4872 0.1715 7.7727
6 H 3.9977 0.0588 0.3923
7 C 1.0744 1.5192 1.0649
8 C -1.7485 -1.9416 -3.5258
9 H 2.3672 -0.5744 2.2668
10 C -2.5220 0.5657 3.9155
11 H 1.1309 -1.8693 -3.2254
12 C -2.2788 -0.7453 3.4572
13 O -2.4070 -2.2343 1.4780
14 P -1.3540 -0.4535 -2.4859
15 H -2.1683 -1.5352 -4.4501
16 C -1.8412 -1.7509 4.3125
17 H 3.1302 1.9090 1.5881
18 Ru -1.9828 -1.7843 -1.1141
19 H -2.9134 1.3497 3.2603
20 H -2.5006 -2.5931 -3.0022
21 H 4.5066 0.5539 -1.4693
22 H -0.8379 2.3810 0.5620
23 H -4.4099 -0.9329 -2.0229
24 H 0.6763 3.9187 -1.0709
25 C -2.2477 1.0506 -2.9823
26 C 2.9047 0.2271 0.3410
27 C -2.3432 -1.1142 2.0280
28 H 3.4474 1.1397 -2.7722
29 C 0.6791 0.0903 1.0971
30 H -3.9014 0.1481 -0.6906
31 H -4.4154 -1.4926 -0.3488
32 H -2.2884 1.0846 -4.0799
33 H -2.2818 -0.3376 0.3418
34 H -2.4669 1.8268 5.6919
35 H 3.3152 3.5481 -0.0800
36 C -3.8462 -0.8904 -1.0775
37 C -1.8169 -0.1600 6.1261
38 H 3.9150 -2.3332 -2.1494
39 C -2.2914 0.8442 5.2726
40 H 0.2521 -0.1797 0.0787
41 C 3.1183 -2.2822 -1.3986
42 H 1.1277 4.3445 0.5920
43 H 2.5871 2.4962 -1.3008
44 C 2.4851 2.8673 -0.2843
45 C 2.5238 1.6698 0.7133
46 C 1.0530 3.5285 -0.1382
47 H -0.8439 -2.5352 -3.6730
48 H 4.2834 -0.4363 -2.9313
49 C 0.2422 2.4140 0.4562
50 H 0.3980 1.0494 -2.5058
51 H -1.7019 -2.7348 3.8870
52 H -1.2548 -2.2425 6.2977
53 H -3.2385 1.0136 -2.5313
54 P 2.3015 -0.6407 -1.4873
55 H -0.0673 -0.1105 1.8224
56 C 3.7789 0.2446 -2.2313
57 C 1.4007 -0.8076 -3.0991
58 H 0.0768 0.4834 -4.1919
59 H -1.6712 1.8895 -2.5557
60 H 1.9443 -1.7021 0.9323
61 O -2.3076 0.0124 1.3134
62 C 2.0191 -0.6456 1.2313
63 H 3.5590 -2.4732 -0.4140

2S+1   5
E_tot   -2246.6994 a.u.
Total charge   +2
Molecular weight   530.0 g/mol
LUMO energy (spin up / spin down)   -6.7464 / -9.6961 eV
Highest occupied orbital energy (spin up / spin down)   -12.20 / -13.97 eV

From a natural (NBO) analysis of the wavefunction, the atomic charges in e read:
1. C -0.736
2. H 0.238
3. H 0.258
4. C -0.222
5. Cl 0.087
6. H 0.249
7. C 0.303
8. C -0.919
9. H 0.233
10. C -0.161
11. H 0.230
12. C -0.224
13. O -0.646
14. P 1.144
15. H 0.289
16. C -0.135
17. H 0.293
18. Ru 0.498
19. H 0.238
20. H 0.240
21. H 0.233
22. H 0.244
23. H 0.222
24. H 0.263
25. C -0.952
26. C -0.341
27. C 0.810
28. H 0.225
29. C -0.517
30. H 0.209
31. H 0.239
32. H 0.267
33. H 0.454
34. H 0.246
35. H 0.256
36. C -0.830
37. C -0.009
38. H 0.252
39. C -0.215
40. H 0.258
41. C -0.941
42. H 0.300
43. H 0.229
44. C -0.386
45. C -0.338
46. C -0.487
47. H 0.267
48. H 0.239
49. C 0.064
50. H 0.222
51. H 0.244
52. H 0.249
53. H 0.264
54. P 1.029
55. H 0.281
56. C -0.937
57. C -0.740
58. H 0.268
59. H 0.245
60. H 0.233
61. O -0.694
62. C -0.435
63. H 0.253

---

Molecular formula: C22H35FO20PS
Method: DFT, the ωB97M-V functional and the def2-TZVPD basis

Geometry (Å):
1 O -2.2463 1.9032 -6.5448
2 O 5.4345 -0.1957 0.0277
3 H 3.1378 -1.3639 -0.4829
4 P -2.9114 1.8424 0.0135
5 O 1.4564 -2.1210 -5.1028
6 H -1.1598 4.2536 6.8948
7 H -0.2450 -2.9287 -5.8878
8 O 2.0256 -1.9640 8.5205
9 H 2.6897 -3.8988 8.1701
10 O 0.4097 -0.6752 0.4848
11 C 0.8044 -1.8314 -7.4123
12 C 2.1122 -0.8479 7.7386
13 O -3.4966 1.9675 -4.6303
14 H 0.1112 -0.7383 -1.9316
15 O -2.7887 2.7329 -1.4963
16 C -1.9634 1.6264 4.0678
17 H 5.1105 -0.6586 -1.9329
18 C -1.1774 1.3220 0.6213
19 C 6.5137 -1.9510 -0.9212
20 H 0.3114 3.3578 7.3456
21 H -0.4396 2.2464 0.5155
22 H -1.4136 1.7253 6.7084
23 H 0.6882 2.1685 4.4974
24 H -7.6222 1.9106 -5.2989
25 H -5.6015 0.5313 -5.5460
26 O 1.8314 0.2777 8.1086
27 H -6.7970 3.3275 -5.9807
28 O 7.3135 0.9551 0.6515
29 H 3.3908 -4.1755 5.2470
30 C 6.7856 0.0245 0.0702
31 C -4.8744 2.2186 -4.4113
32 H -1.4487 -0.8434 -5.6439
33 H 4.0965 -2.4434 6.8433
34 H 3.7642 -2.6732 -1.5141
35 H -5.0162 3.3028 -4.3298
36 S -4.3491 0.2502 -0.0952
37 O -3.8321 -1.1316 0.3723
38 H 4.1400 -2.6224 0.2207
39 O -0.8487 0.8505 4.2090
40 C 0.3451 -2.0088 -5.9812
41 H -3.4321 2.7880 1.0101
42 H -5.2138 1.7423 -3.4868
43 H -7.1333 1.9456 -7.0106
44 C 5.2318 -1.1809 -0.9761
45 C -0.9545 2.3369 5.9222
46 H 0.0392 0.1373 -5.7411
47 O 2.5506 -1.1623 6.4798
48 C 1.0327 -1.6294 -3.8968
49 H 3.3223 -2.5997 4.4210
50 H 6.7521 -2.4358 -1.8724
51 C 3.0384 -2.4946 6.5588
52 H 1.8381 -3.3585 4.9729
53 C -0.4983 0.0748 -0.1985
54 H -1.3026 0.9669 1.7453
55 F -4.9101 0.2188 -1.7520
56 C -0.3780 -0.8247 -5.4204
57 C -6.8420 2.2311 -5.9947
58 H 1.2042 -3.3988 7.3168
59 C 2.1954 -3.0715 7.6523
60 O -4.5347 1.8914 -6.6302
61 H 1.3068 -0.8660 -7.5532
62 O -2.8362 1.4369 3.2400
63 H 6.5432 -2.6986 -0.1196
64 H -1.8372 2.9668 -1.7103
65 C -0.3676 3.5963 6.5224
66 O -0.7392 -0.2863 -1.6043
67 O 1.6365 -1.7643 -2.8479
68 H -0.0411 -1.8825 -8.1038
69 C 2.8937 -3.2018 5.2286
70 C -3.3272 1.9172 -5.9843
71 H 1.5323 -2.6024 -7.6840
72 O -1.9675 2.6510 4.9765
73 O -5.6470 0.5583 0.7483
74 C -5.5061 1.6209 -5.6290
75 C 0.0107 1.5472 5.0952
76 C 4.0004 -2.0089 -0.6784
77 H 0.1887 4.1736 5.7731
78 O -0.1520 -0.9631 -4.0279
79 O 7.4614 -0.9409 -0.6196
80 H 0.6009 0.8475 5.6942

E_tot   -3203.1543 a.u.
Total charge   +1
Molecular weight   701.5 g/mol
LUMO energy   -6.0099 eV
Highest occupied orbital energy   -12.20 eV

From a Mulliken analysis of the wavefunction, the atomic charges in e read:
1. O -0.570
2. O -0.316
3. H 0.172
4. P 0.713
5. O -0.360
6. H 0.374
7. H 0.256
8. O -0.305
9. H 0.318
10. O -0.519
11. C -1.457
12. C 0.678
13. O -0.140
14. H 0.352
15. O -0.440
16. C 0.676
17. H 0.227
18. C -0.094
19. C -0.524
20. H 0.372
21. H 0.473
22. H 0.247
23. H 0.305
24. H 0.386
25. H 0.270
26. O -0.568
27. H 0.357
28. O -0.560
29. H 0.384
30. C 0.626
31. C -0.319
32. H 0.239
33. H 0.278
34. H 0.357
35. H 0.335
36. S 1.092
37. O -0.430
38. H 0.364
39. O -0.261
40. C 0.610
41. H 0.269
42. H 0.113
43. H 0.368
44. C 0.577
45. C 0.580
46. H 0.275
47. O -0.312
48. C 0.734
49. H 0.358
50. H 0.314
51. C 0.513
52. H 0.333
53. C 0.370
54. H -0.131
55. F -0.230
56. C -0.559
57. C -1.477
58. H 0.303
59. C -0.529
60. O -0.338
61. H 0.348
62. O -0.668
63. H 0.321
64. H 0.359
65. C -1.494
66. O -0.239
67. O -0.614
68. H 0.379
69. C -1.440
70. C 0.529
71. H 0.377
72. O -0.334
73. O -0.471
74. C 0.482
75. C -0.122
76. C -1.244
77. H 0.368
78. O -0.293
79. O -0.307
80. H -0.064

---

Molecular formula: C22H35HfNO4P2
Method: DFT, the ωB97M-V functional and the def2-TZVPD basis

Geometry (Å):
1 H 0.8640 3.5936 -4.5567
2 H -1.3898 3.0100 -4.9976
3 O 0.7433 -0.7934 9.3223
4 C -1.2409 -3.1304 -2.7124
5 H 1.3929 -3.5405 -4.4164
6 H -1.1100 -3.6412 -1.7537
7 C 1.5892 1.0045 -0.0455
8 C -0.9917 -0.4577 -0.7363
9 H 2.2855 -0.0875 -1.8267
10 C -1.5843 0.6084 5.4765
11 H 2.6315 -3.3060 0.4341
12 O -1.7372 0.7897 2.6778
13 C 0.2292 -1.1873 6.6263
14 H -0.5763 -1.5546 -5.3191
15 C -1.2387 2.0763 -0.7523
16 N -0.1210 -0.0715 8.7852
17 H -2.8849 0.6161 -0.9000
18 H 1.3606 0.2112 -4.5967
19 H -1.9979 3.2589 -3.3097
20 C 0.2674 0.3531 -4.6414
21 H -0.8475 3.0357 1.1653
22 H -0.0206 0.7781 -5.6183
23 H -2.4578 1.7628 -4.2262
24 H 0.9918 -1.8273 7.0880
25 H -2.3028 1.2969 5.0468
26 H 1.9370 -3.5997 -2.7507
27 C -0.3475 2.6673 0.2681
28 C 0.0408 -1.1744 5.2364
29 O -0.7262 0.8262 9.4205
30 C -1.4451 0.5734 6.8583
31 C 1.1223 2.9647 -3.7014
32 H -1.5110 -1.4252 -0.6841
33 H 2.1012 2.5098 -3.8760
34 H -2.1276 0.7111 0.6743
35 P 0.1159 -1.9755 -2.9984
36 H 2.6651 1.2365 -0.0479
37 H -2.1990 -2.6039 -2.7145
38 H 1.4286 1.2641 -2.1942
39 C -1.6663 2.5127 -4.0557
40 H -0.5802 1.8241 -1.6513
41 H -1.3294 -3.9032 -3.4885
42 H 2.1106 -3.0882 2.0693
43 H 0.9671 -1.6024 -1.1340
44 C 2.4102 -2.5209 1.1626
45 C -0.5026 -0.9562 -4.3891
46 Hf 0.5712 -1.5361 0.7430
47 H 3.3617 -2.0313 1.4022
48 C 1.5926 -2.9078 -3.5346
49 C 0.2913 -0.6303 -1.5547
50 H -1.5386 -0.7366 -4.0853
51 C -0.7834 -0.1844 4.6329
52 H -1.9778 1.2645 7.4986
53 H 1.5215 0.2114 0.8676
54 C 0.9750 2.4294 0.2987
55 C 1.3934 0.4363 -1.4438
56 H -2.0558 2.7311 -1.1004
57 O -0.0383 -0.7063 2.4298
58 C -0.5018 -0.2909 7.4352
59 C -0.8927 0.0357 3.1520
60 P -0.1582 1.6932 -3.4924
61 H 1.5879 3.0611 0.9582
62 H 1.1971 3.5947 -2.8090
63 H 2.4344 -2.2600 -3.8196
64 C -1.8811 0.6869 -0.4026
65 H 0.5839 -1.8985 4.6073

E_tot   -1944.8147 a.u.
Total charge   +2
Molecular weight   618.0 g/mol
LUMO energy   -8.2576 eV
Highest occupied orbital energy   -12.85 eV

From a natural (NBO) analysis of the wavefunction, the atomic charges in e read:
1. H 0.256
2. H 0.240
3. O -0.339
4. C -0.974
5. H 0.306
6. H 0.248
7. C -0.350
8. C -0.584
9. H 0.233
10. C -0.089
11. H 0.268
12. O -0.559
13. C -0.169
14. H 0.279
15. C -0.525
16. N 0.481
17. H 0.235
18. H 0.237
19. H 0.264
20. C -0.742
21. H 0.242
22. H 0.263
23. H 0.246
24. H 0.266
25. H 0.239
26. H 0.273
27. C -0.072
28. C -0.178
29. O -0.345
30. C -0.186
31. C -0.957
32. H 0.193
33. H 0.242
34. H 0.283
35. P 1.499
36. H 0.278
37. H 0.289
38. H 0.311
39. C -0.945
40. H 0.204
41. H 0.310
42. H 0.257
43. H -0.006
44. C -1.361
45. C -0.731
46. Hf 2.409
47. H 0.310
48. C -0.983
49. C -0.370
50. H 0.254
51. C -0.190
52. H 0.272
53. H 0.094
54. C -0.252
55. C -0.500
56. H 0.245
57. O -0.885
58. C 0.067
59. C 0.800
60. P 0.844
61. H 0.234
62. H 0.261
63. H 0.287
64. C -0.444
65. H 0.214

---

Molecular formula: C22H35IN4O10S
Method: DFT, the ωB97M-V functional and the def2-TZVPD basis

Geometry (Å):
1 C -1.6603 -0.7078 5.6997
2 O -1.5684 3.9877 -5.0740
3 H -2.9451 3.5818 -6.5795
4 H 1.3606 -2.6559 3.3011
5 S -1.0035 3.0186 0.8573
6 H 1.4061 0.3698 3.2078
7 H -1.9541 2.0344 -1.7886
8 H -0.6334 -0.8664 6.0312
9 H -5.1519 -1.3097 6.0503
10 H 6.2967 1.2623 -1.5831
11 C 4.6650 -1.7827 -4.9812
12 H 1.3706 -2.1079 5.5379
13 I -3.5229 4.4319 4.8678
14 O -1.4522 -2.9820 5.0783
15 H 0.1972 -3.8437 -6.2584
16 H 3.8105 -1.1992 -5.3162
17 H -2.2360 -0.4198 6.5799
18 H 4.5396 1.4636 -1.3838
19 H -4.1647 -0.2980 4.0705
20 H 1.3741 1.7646 -5.7661
21 C -1.0732 0.3566 3.5043
22 O 0.4311 -1.6746 -4.7692
23 C -1.9512 3.0466 -4.2120
24 H 1.4387 0.7401 -4.3165
25 C 2.0892 -1.5150 4.9710
26 O -3.0458 2.5548 -4.1441
27 C 5.0259 -0.4331 -3.1291
28 H -1.4486 0.7868 -2.9549
29 C -1.1676 1.4865 2.6356
30 O -0.9073 2.7402 -3.4421
31 H 1.6818 -3.9410 -5.2822
32 H 1.7371 -4.2980 -7.0266
33 C 1.2737 -3.6860 -6.2586
34 O 1.4561 -0.2208 -6.1615
35 H -0.5693 -1.5925 3.5611
36 N -1.8484 3.6156 2.0744
37 C -2.4096 1.6241 5.0866
38 C 5.3864 0.8051 -1.2005
39 H 5.4857 0.6175 -0.1357
40 N -3.5932 -2.1899 4.9108
41 N -0.6253 1.5702 1.4202
42 H 5.5620 -1.4522 -5.5011
43 C -2.5001 2.7089 4.2823
44 C -2.1998 -2.0424 5.1939
45 O 1.5845 -2.3311 -6.5962
46 C -1.1683 1.7208 -2.4711
47 C 1.0870 -1.4304 -5.7472
48 H -4.9672 -3.0463 6.2587
49 C 1.0824 -0.5919 2.8043
50 H 4.4930 -2.8355 -5.1855
51 C -1.7007 0.4353 4.7134
52 H 2.8469 -1.7502 2.9619
53 H 1.2683 -0.5675 1.7304
54 H -0.0701 0.8635 -5.2574
55 H -3.4327 4.8419 -5.4206
56 H -3.4490 -1.4639 2.9506
57 C -2.5975 4.4146 -5.9716
58 H 3.0786 -1.8471 5.2754
59 H -3.8117 -1.9701 7.0168
60 C -1.8747 2.6713 3.0116
61 H -2.8888 1.6730 6.0543
62 C -4.1020 -1.3591 3.8166
63 C 1.0162 0.8454 -5.3140
64 C -4.4185 -2.1137 6.1234
65 N -0.3619 -0.7507 3.0449
66 C 1.8779 -1.7092 3.4567
67 H -2.1447 5.1718 -6.6043
68 H -5.0828 -1.7358 3.5378
69 O 5.0628 0.5571 -3.8114
70 H -0.2390 1.5790 -1.9261
71 H 1.9565 -0.4727 5.2603
72 O 5.1713 -0.4725 -1.8048
73 O 4.8283 -1.6750 -3.5639

E_tot   -2526.6061 a.u.
Molecular weight   674.5 g/mol
LUMO energy   -0.6934 eV
Highest occupied orbital energy   -8.18 eV

From a Mulliken analysis of the wavefunction, the atomic charges in e read:
1. C -0.837
2. O -0.333
3. H 0.299
4. H 0.352
5. S 0.160
6. H 0.348
7. H 0.315
8. H 0.072
9. H 0.363
10. H 0.297
11. C -0.393
12. H 0.175
13. I 0.105
14. O -0.528
15. H 0.311
16. H 0.075
17. H 0.475
18. H 0.280
19. H 0.387
20. H 0.334
21. C 0.093
22. O -0.569
23. C 0.830
24. H 0.289
25. C -0.934
26. O -0.553
27. C 0.849
28. H 0.347
29. C 0.839
30. O -0.312
31. H 0.302
32. H 0.225
33. C -0.671
34. O -0.362
35. H 0.371
36. N -0.680
37. C -0.740
38. C -0.620
39. H 0.211
40. N 0.067
41. N -0.497
42. H 0.335
43. C -0.747
44. C 0.022
45. O -0.328
46. C -0.668
47. C 0.821
48. H 0.308
49. C -0.652
50. H 0.187
51. C 0.503
52. H 0.404
53. H 0.357
54. H 0.236
55. H 0.305
56. H 0.318
57. C -0.668
58. H 0.387
59. H 0.375
60. C 0.970
61. H 0.383
62. C -1.050
63. C -0.609
64. C -0.970
65. N -0.156
66. C -0.733
67. H 0.224
68. H 0.419
69. O -0.559
70. H 0.238
71. H 0.270
72. O -0.332
73. O -0.332